# 1
DFT (wB97M-V/def2-TZVPD) results for one molecule with the formula C28H33FN4O5.

- molar mass (g mol⁻¹) = 524.6
- E_tot (eV) = -48487.9667
- LUMO level (Ha) = 0.02180
- max |F| (eV Å⁻¹) = 1.28
- charge = 0
- SMILES = CCC(C)(C)NC(=O)[C@H](c1ccc(OC)cc1)N(C(=O)CCC(=O)Nc1cc(C)on1)c1ccc(F)cc1
- orbital gap (eV) = 9.2

Cartesian coordinates (Å):
C -0.479 -6.170 1.239
C -0.822 -4.846 0.568
C 0.147 -3.689 0.878
C 1.555 -3.975 0.360
C 0.189 -3.364 2.372
N -0.330 -2.513 0.141
C -1.467 -1.857 0.388
O -2.353 -2.208 1.138
C -1.696 -0.584 -0.479
C -0.650 -0.267 -1.513
C 0.636 0.146 -1.162
C 1.571 0.437 -2.130
C 1.252 0.329 -3.485
O 2.244 0.643 -4.359
C 1.988 0.539 -5.738
C -0.028 -0.083 -3.843
C -0.960 -0.373 -2.862
N -1.926 0.542 0.431
C -1.209 0.674 1.561
O -0.326 -0.115 1.862
C -1.556 1.881 2.418
C -0.501 2.153 3.497
C 0.756 2.754 2.885
O 0.999 3.939 2.897
N 1.560 1.813 2.312
C 2.691 2.060 1.573
C 3.426 3.269 1.433
C 4.440 2.929 0.587
C 5.569 3.707 0.023
O 4.325 1.633 0.248
N 3.236 1.098 0.862
C -2.974 1.423 0.058
C -2.743 2.403 -0.900
C -3.773 3.237 -1.296
C -5.022 3.070 -0.726
F -6.027 3.881 -1.110
C -5.274 2.093 0.221
C -4.240 1.262 0.610
H 0.493 -6.537 0.919
H -1.225 -6.916 0.969
H -0.478 -6.071 2.320
H -1.817 -4.533 0.885
H -0.845 -4.987 -0.516
H 1.533 -4.208 -0.703
H 2.193 -3.107 0.516
H 1.992 -4.815 0.890
H -0.821 -3.240 2.751
H 0.726 -2.431 2.524
H 0.688 -4.155 2.924
H 0.356 -2.046 -0.433
H -2.653 -0.763 -0.986
H 0.919 0.237 -0.125
H 2.566 0.746 -1.853
H 1.187 1.216 -6.052
H 2.915 0.826 -6.232
H 1.730 -0.487 -6.023
H -0.313 -0.179 -4.878
H -1.951 -0.689 -3.159
H -1.678 2.760 1.781
H -2.518 1.682 2.897
H -0.899 2.873 4.213
H -0.260 1.222 4.011
H 1.209 0.855 2.273
H 3.207 4.208 1.891
H 6.517 3.276 0.343
H 5.538 3.677 -1.065
H 5.509 4.737 0.359
H -1.759 2.505 -1.331
H -3.619 4.006 -2.036
H -6.265 1.989 0.634
H -4.405 0.476 1.331

---

# 2
DFT (wB97M-V/def2-TZVPD) results for a 2-piece molecular cluster, C2H7N2O overall.

- molar mass (g mol⁻¹) = 75.1
- E_tot (eV) = -7208.1935
- LUMO level (Ha) = -0.13000
- max |F| (eV Å⁻¹) = 4.24
- charge = +1
- orbital gap (eV) = 11.2

Cartesian coordinates (Å):
C -0.527 0.219 -0.126
C -3.134 0.347 -0.030
N -1.667 0.358 -0.124
N 3.086 -0.316 0.148
O 0.640 -0.002 -0.288
H 2.142 0.013 -0.149
H -3.433 0.799 0.880
H -3.577 0.813 -0.826
H -3.521 -0.761 -0.019
H 3.701 0.092 -0.493
H 2.892 -1.325 -0.085
H 3.399 -0.236 1.113

---

# 3
DFT (wB97M-V/def2-TZVPD) results for C21H23Cl3F3IN2O10S3Sr as an isolated structure.

- molar mass (g mol⁻¹) = 937.5
- E_tot (eV) = -132775.0011
- LUMO level (Ha) = 0.14245
- max |F| (eV Å⁻¹) = 0.42
- charge = -2
- orbital gap (eV) = 5.4

Cartesian coordinates (Å):
Sr 0.388 -0.053 0.339
C -0.989 0.708 4.101
C 0.099 1.230 3.380
C -0.414 1.940 2.263
C -1.827 1.838 2.299
C -2.182 1.082 3.433
C -3.586 0.782 3.879
C -2.759 2.525 1.346
C 0.325 3.002 1.491
C 1.535 1.161 3.812
C -0.867 -0.120 5.347
H -4.270 0.740 3.027
H -3.983 1.535 4.571
H -3.662 -0.184 4.388
H -2.343 2.573 0.336
H -2.981 3.557 1.652
H -3.717 2.003 1.268
H 1.392 2.794 1.381
H 0.253 3.963 2.020
H -0.075 3.166 0.493
H 2.211 1.442 3.003
H 1.822 0.157 4.137
H 1.751 1.839 4.650
H -0.370 -1.080 5.165
H -1.848 -0.343 5.775
H -0.286 0.395 6.122
O 1.379 1.829 -3.384
S 0.479 1.043 -2.571
O 1.021 -0.241 -2.118
O -0.095 1.755 -1.428
C -0.905 0.695 -3.692
C -0.912 1.489 -4.839
C -1.915 1.389 -5.789
C -2.943 0.481 -5.606
C -2.951 -0.315 -4.474
C -1.946 -0.224 -3.514
S -2.126 -1.395 -2.160
O -3.534 -1.727 -2.124
O -1.669 -0.701 -0.958
O -1.268 -2.521 -2.521
H -0.103 2.192 -4.968
H -1.888 2.024 -6.666
H -3.738 0.392 -6.337
H -3.748 -1.023 -4.297
Cl 3.252 -0.269 -4.393
C 4.121 -1.766 -4.183
Cl 5.843 -1.483 -3.830
Cl 4.010 -2.752 -5.680
C 3.544 -2.574 -3.102
N 3.089 -3.274 -2.318
N 0.457 -3.132 -0.350
C -0.008 -3.533 0.857
O 0.705 -3.879 1.786
C -1.512 -3.463 1.021
I -1.892 -1.760 2.255
H 1.458 -3.167 -0.497
H -0.155 -2.956 -1.147
H -1.864 -4.351 1.535
H -2.043 -3.305 0.086
F 4.392 0.136 2.549
C 4.897 0.040 1.315
F 5.687 -1.044 1.283
F 5.675 1.115 1.110
S 3.587 -0.078 0.021
O 2.790 -1.219 0.469
O 4.382 -0.242 -1.165
O 2.830 1.162 0.150

---

# 4
DFT (wB97M-V/def2-TZVPD) results for C40H32Cl2N5O6PS3Zr as an isolated structure.

- molar mass (g mol⁻¹) = 968.0
- E_tot (eV) = -129859.8560
- LUMO level (Ha) = -0.04507
- max |F| (eV Å⁻¹) = 3.49
- charge = 0
- orbital gap (eV) = 6.4

Cartesian coordinates (Å):
Zr 1.063 0.215 0.561
Cl 6.528 4.219 2.463
C 5.549 3.172 1.548
C 4.245 2.904 2.049
C 3.389 2.070 1.280
N 2.094 1.699 1.646
C 1.513 2.100 2.850
O 2.090 2.586 3.809
C 0.043 2.013 2.926
C -0.634 2.731 3.927
C -2.029 2.544 4.108
C -2.665 1.665 3.230
C -1.928 1.072 2.209
N -0.624 1.219 1.994
C 3.857 1.508 0.099
C 5.181 1.626 -0.319
C 6.015 2.503 0.398
Cl 7.464 2.825 -0.531
N 2.978 0.681 -0.571
C 3.195 0.107 -1.764
O 4.167 0.204 -2.513
C 2.081 -0.742 -2.223
C 2.245 -1.468 -3.412
C 1.147 -2.199 -3.873
C -0.081 -2.020 -3.264
C -0.192 -1.253 -2.119
N 0.855 -0.671 -1.533
H 3.912 3.285 3.010
H -0.110 3.412 4.635
H -2.534 3.044 4.962
H -3.653 1.286 3.362
H -2.399 0.368 1.509
H 5.515 1.156 -1.257
H 3.244 -1.530 -3.843
H 1.238 -2.908 -4.750
H -0.967 -2.638 -3.526
H -1.125 -1.239 -1.559
C -5.022 -7.474 0.140
C -3.514 -7.348 0.450
C -3.054 -7.775 1.714
C -1.716 -7.671 2.022
C -0.818 -7.058 1.139
C -1.258 -6.719 -0.162
C -2.613 -6.912 -0.501
S 0.853 -6.597 1.750
O 1.448 -5.836 0.693
O 1.516 -7.667 2.432
N 0.386 -5.558 2.955
C 0.066 -4.126 2.709
C 1.405 -3.366 2.497
C 1.179 -2.073 1.720
O 2.230 -1.331 1.551
O 0.033 -1.636 1.369
H -5.332 -8.562 -0.076
H -5.262 -6.830 -0.675
H -5.569 -7.166 1.089
H -3.740 -8.097 2.389
H -1.311 -7.990 2.982
H -0.525 -6.286 -0.900
H -2.923 -6.794 -1.541
H 0.594 -5.925 3.892
H -0.565 -3.683 3.495
H -0.520 -4.089 1.776
H 2.096 -3.881 1.873
H 1.941 -3.310 3.515
S -1.514 4.789 0.857
P -0.813 4.007 -0.780
S 0.282 2.371 -0.974
C 0.205 5.305 -1.583
C 0.153 5.413 -2.966
C 0.821 6.486 -3.556
C 1.548 7.401 -2.795
C 1.649 7.216 -1.421
C 0.922 6.191 -0.761
C -2.285 3.951 -1.857
C -3.125 5.076 -1.812
C -4.281 5.104 -2.569
C -4.603 3.978 -3.332
C -3.744 2.890 -3.383
C -2.518 2.875 -2.707
H -0.359 4.710 -3.677
H 0.929 6.502 -4.658
H 2.120 8.206 -3.241
H 2.267 7.785 -0.757
H 0.922 6.178 0.335
H -2.771 5.885 -1.161
H -4.985 6.028 -2.543
H -5.610 3.922 -3.744
H -3.987 2.029 -3.991
H -1.896 1.918 -2.740

---

# 5
DFT (wB97M-V/def2-TZVPD) results for a 2-piece molecular cluster, C6H10O overall.

- molar mass (g mol⁻¹) = 98.1
- E_tot (eV) = -8429.2849
- LUMO level (Ha) = 0.03267
- max |F| (eV Å⁻¹) = 0.34
- charge = 0
- SMILES = C=C/C=C/O.C=C
- orbital gap (eV) = 9.2

Cartesian coordinates (Å):
C -1.079 1.599 -0.779
C -0.083 1.962 0.035
C 1.088 1.155 0.399
C 1.551 0.126 -0.319
O 2.572 -0.696 0.031
H -1.118 0.618 -1.245
H -1.900 2.277 -0.993
H -0.133 2.945 0.503
H 1.598 1.417 1.327
H 1.134 -0.161 -1.279
H 2.877 -0.453 0.916
C -0.635 -2.207 -0.035
C -1.538 -1.400 0.511
H 0.378 -2.280 0.355
H -0.865 -2.816 -0.906
H -1.299 -0.771 1.365
H -2.547 -1.314 0.115

---

# 6
DFT (wB97M-V/def2-TZVPD) results for one molecule with the formula C6H6S.

- molar mass (g mol⁻¹) = 110.2
- E_tot (eV) = -17150.7041
- LUMO level (Ha) = 0.01489
- max |F| (eV Å⁻¹) = 3.24
- charge = 0
- SMILES = C1=C[C@@H]2S[C@H]2C=C1
- orbital gap (eV) = 9.1

Cartesian coordinates (Å):
C -0.982 -0.758 0.578
C -0.063 -0.251 1.485
C 1.126 0.116 0.740
S 2.269 1.456 0.469
C 0.621 1.097 -0.358
C 0.017 0.252 -1.499
C -0.752 -0.672 -0.888
H -1.963 -1.077 0.906
H -0.320 -0.197 2.592
H 1.478 -0.797 0.119
H -0.094 1.757 0.107
H -0.004 0.352 -2.629
H -1.332 -1.279 -1.623

---

# 7
DFT (wB97M-V/def2-TZVPD) results for a 4-piece molecular cluster, C2H14N2O3 overall.

- molar mass (g mol⁻¹) = 114.1
- E_tot (eV) = -11422.6506
- LUMO level (Ha) = 0.02043
- max |F| (eV Å⁻¹) = 3.52
- charge = 0
- SMILES = NCCN.O.O.O
- orbital gap (eV) = 9.4

Cartesian coordinates (Å):
N 1.151 1.199 2.583
C 0.419 0.040 2.110
C -0.487 0.075 0.915
N -1.426 -1.086 0.801
H 0.703 2.015 2.858
H 2.052 1.023 3.018
H 1.028 -0.830 1.929
H -0.174 -0.409 2.979
H 0.100 0.263 0.004
H -1.178 0.967 1.110
H -0.812 -1.932 0.559
H -1.902 -0.804 -0.015
O -3.953 -0.549 2.057
H -2.976 -0.640 1.969
H -3.985 0.388 2.457
O 5.550 0.018 -4.166
H 5.791 0.942 -4.133
H 5.319 -0.124 -5.122
O -1.496 0.238 -3.152
H -1.115 -0.658 -3.361
H -1.329 0.663 -4.003

---

# 8
DFT (wB97M-V/def2-TZVPD) results for one molecule with the formula C20H28N2O3S2.

- molar mass (g mol⁻¹) = 408.6
- E_tot (eV) = -51987.8072
- LUMO level (Ha) = 0.01628
- max |F| (eV Å⁻¹) = 1.05
- charge = 0
- SMILES = CCCCN(CCCC)S(=O)(=O)c1ccc(NC(=O)Cc2cccs2)cc1
- orbital gap (eV) = 9.2

Cartesian coordinates (Å):
C -0.946 -0.625 6.828
C -2.105 -0.679 5.838
C -1.905 0.235 4.630
C -0.741 -0.207 3.740
N -0.699 0.476 2.460
C -0.509 1.915 2.507
C 0.101 2.423 1.203
C 0.492 3.901 1.274
C 1.707 4.162 2.158
S -1.886 -0.010 1.373
O -2.366 -1.303 1.772
O -2.855 1.031 1.158
C -0.947 -0.238 -0.134
C 0.241 -0.942 -0.086
C 0.966 -1.156 -1.244
C 0.488 -0.665 -2.458
N 1.168 -0.840 -3.662
C 2.336 -1.499 -3.902
O 3.018 -2.041 -3.067
C 2.715 -1.477 -5.388
C 1.661 -2.115 -6.225
C 1.519 -3.429 -6.541
C 0.371 -3.694 -7.323
C -0.353 -2.580 -7.589
S 0.357 -1.175 -6.895
C -0.720 0.035 -2.495
C -1.435 0.246 -1.333
H -0.034 -1.014 6.383
H -0.766 0.399 7.149
H -1.174 -1.223 7.707
H -3.022 -0.378 6.351
H -2.242 -1.704 5.489
H -1.743 1.260 4.972
H -2.807 0.220 4.015
H -0.850 -1.268 3.510
H 0.221 -0.044 4.232
H -1.465 2.425 2.677
H 0.161 2.125 3.342
H 0.979 1.819 0.960
H -0.633 2.287 0.409
H -0.359 4.479 1.640
H 0.716 4.245 0.263
H 1.985 5.213 2.112
H 1.502 3.914 3.195
H 2.555 3.568 1.822
H 0.590 -1.314 0.863
H 1.896 -1.699 -1.219
H 0.696 -0.450 -4.470
H 3.655 -2.022 -5.492
H 2.871 -0.439 -5.691
H 2.215 -4.187 -6.227
H 0.100 -4.675 -7.670
H -1.259 -2.483 -8.151
H -1.093 0.409 -3.437
H -2.368 0.787 -1.334

---

# 9
DFT (wB97M-V/def2-TZVPD) results for a 2-piece molecular cluster, H5NO overall.

- molar mass (g mol⁻¹) = 35.0
- E_tot (eV) = -3618.4946
- LUMO level (Ha) = 0.02513
- max |F| (eV Å⁻¹) = 2.62
- charge = 0
- SMILES = N.O
- orbital gap (eV) = 10.6

Cartesian coordinates (Å):
N 1.919 -0.940 2.035
H 1.473 -1.789 2.341
H 1.479 -0.304 1.437
H 2.809 -1.234 1.651
O -2.003 0.981 -2.062
H -1.681 1.852 -1.846
H -1.612 0.293 -1.521

---

# 10
DFT (wB97M-V/def2-TZVPD) results for C49H45LaN9O2STe as an isolated structure.

- molar mass (g mol⁻¹) = 1090.5
- E_tot (eV) = -88028.3528
- LUMO level (alpha / beta) (Ha) = -0.17129 / -0.17148
- max |F| (eV Å⁻¹) = 1.48
- charge = +2
- orbital gap (alpha / beta) (eV) = 4.6 / 7.7
- multiplicity = 2

Cartesian coordinates (Å):
La -0.454 1.578 0.227
S -3.964 -2.667 5.999
N -2.910 -1.450 6.114
C -2.547 -1.144 4.879
C -1.641 -0.064 4.510
C -1.079 0.786 5.421
C -0.258 1.838 4.973
C -0.092 1.988 3.623
N -0.617 1.162 2.693
C -1.377 0.095 3.115
C -1.888 -0.797 2.142
N -1.482 -0.644 0.822
C -2.066 -1.444 -0.108
C -3.018 -2.380 0.153
C -3.407 -2.582 1.507
C -2.842 -1.807 2.478
C -3.147 -1.965 3.897
N -3.959 -2.881 4.398
H -1.279 0.646 6.475
H 0.201 2.529 5.663
H 0.500 2.813 3.235
H -1.722 -1.303 -1.133
H -3.444 -2.968 -0.647
H -4.134 -3.336 1.775
N 0.825 3.055 -4.111
C 0.097 4.138 -3.681
C -0.500 3.740 -2.529
N -0.144 2.431 -2.245
C 0.656 2.060 -3.225
H 1.395 3.007 -4.940
H 0.071 5.064 -4.226
H -1.168 4.304 -1.897
H 1.124 1.095 -3.337
C 4.710 -6.404 1.824
C 4.059 -5.115 1.418
C 4.804 -4.082 0.866
C 4.228 -2.880 0.464
C 5.137 -1.809 -0.063
C 2.843 -2.758 0.624
Te 1.684 -1.267 -0.250
N 1.777 0.485 0.572
C 2.366 1.688 0.635
O 1.603 2.702 0.534
C 3.800 1.886 0.916
C 4.495 0.904 1.619
C 5.831 1.098 1.931
C 6.473 2.258 1.517
C 5.779 3.236 0.813
C 4.437 3.061 0.525
C 2.740 -0.963 -2.047
C 3.450 0.209 -2.277
C 4.086 0.398 -3.493
C 3.994 -0.586 -4.471
C 3.281 -1.749 -4.229
C 2.641 -1.969 -3.009
C 1.944 -3.280 -2.763
C 2.051 -3.760 1.220
C 0.571 -3.622 1.476
C 2.691 -4.928 1.602
H 5.795 -6.329 1.796
H 4.409 -7.211 1.153
H 4.409 -6.692 2.831
H 5.876 -4.202 0.757
H 5.942 -1.632 0.651
H 4.643 -0.856 -0.223
H 5.593 -2.115 -1.006
H 3.975 0.013 1.948
H 6.368 0.353 2.503
H 7.518 2.406 1.756
H 6.288 4.139 0.505
H 3.877 3.828 0.006
H 3.536 0.969 -1.509
H 4.661 1.298 -3.667
H 4.492 -0.453 -5.423
H 3.224 -2.512 -4.996
H 1.637 -3.733 -3.703
H 1.041 -3.188 -2.149
H 2.608 -3.980 -2.252
H 0.298 -2.655 1.910
H 0.250 -4.386 2.181
H -0.029 -3.750 0.570
H 2.105 -5.713 2.067
C -6.875 3.188 -1.867
N -5.723 3.402 -1.002
N -4.626 2.572 -1.018
C -3.676 3.089 -0.193
O -2.589 2.455 0.026
C -4.181 4.294 0.320
C -5.449 4.450 -0.210
C -6.429 5.554 -0.022
C -4.641 1.263 -1.593
C -3.788 0.993 -2.652
C -3.784 -0.280 -3.203
C -4.632 -1.258 -2.700
C -5.478 -0.973 -1.637
C -5.480 0.292 -1.069
H -6.572 2.576 -2.712
H -7.213 4.153 -2.235
H -7.680 2.692 -1.327
H -3.693 4.945 1.024
H -6.071 6.234 0.747
H -7.402 5.169 0.283
H -6.560 6.121 -0.944
H -3.153 1.779 -3.040
H -3.136 -0.502 -4.041
H -4.639 -2.245 -3.142
H -6.134 -1.737 -1.243
H -6.118 0.522 -0.224

---

# 11
DFT (wB97M-V/def2-TZVPD) results for one molecule with the formula C5H9NO.

- molar mass (g mol⁻¹) = 99.1
- E_tot (eV) = -8864.2812
- LUMO level (alpha / beta) (Ha) = -0.02791 / -0.02781
- max |F| (eV Å⁻¹) = 1.95
- charge = 0
- orbital gap (alpha / beta) (eV) = 8.0 / 8.0

Cartesian coordinates (Å):
C -0.268 0.838 -0.141
C 1.185 0.507 -0.145
C -1.376 -1.285 -1.092
C -1.090 -0.430 0.114
C 2.137 1.017 0.826
N -1.409 -0.676 1.311
O 3.378 0.845 0.917
H -1.884 -1.573 1.419
H 1.409 0.207 1.482
H -0.565 1.258 -1.108
H -0.490 1.548 0.657
H 1.694 2.036 1.088
H 1.609 0.189 -1.099
H -2.045 -0.752 -1.773
H -0.456 -1.494 -1.643
H -1.831 -2.235 -0.813